DFT (ωB97M-V/def2-TZVPD) results for a molecular structure, C51H68BN6O3P2Pt.

The total charge is -1. Its HOMO energy (alpha / beta) is -1.98 / -4.38 eV. Its HOMO-LUMO gap (alpha / beta) is 4.48 / 6.87 eV. The relative energy (zero: lowest compared OMol25 entry of this formula, charge and spin) comes out at 25.26 kJ/mol. As for the multiplicity: 3. Its expectation value of S² is 2.006.

```
132
C51H68BN6O3P2Pt ωB97M-V/def2-TZVPD
Pt -1.0450 0.2849 -0.9465
C -3.1886 1.9260 5.7600
C -1.7321 2.0161 5.2894
C -1.1575 0.6533 4.9947
C -0.6143 -0.0371 6.0795
C -0.1665 -1.3382 5.9722
C -0.2943 -1.9858 4.7501
C -0.7820 -1.3259 3.6368
C -0.9990 -2.0544 2.3408
C -2.4911 -2.2909 2.0851
C -1.1849 0.0326 3.7202
N -1.4662 0.6511 2.4989
C -2.3646 1.5396 2.2839
C -2.5399 2.2851 1.0721
C -3.3187 3.4449 0.9667
C -3.2183 3.8813 -0.3567
C -2.4083 2.9471 -1.0085
N -1.9987 1.9897 -0.1588
H -3.6150 2.9213 5.9069
H -3.2519 1.3790 6.7026
H -3.8020 1.3961 5.0306
H -1.1411 2.4947 6.0741
H -1.6764 2.6555 4.4128
H -0.5608 0.4702 7.0384
H 0.2608 -1.8503 6.8259
H -0.0091 -3.0291 4.6591
H -0.4700 -3.0112 2.3419
H -0.6044 -1.4435 1.5253
H -2.9056 -3.0012 2.8056
H -2.6474 -2.6753 1.0767
H -3.0468 -1.3568 2.1620
H -3.1013 1.7994 3.0479
H -3.8353 3.9291 1.7852
H -3.6841 4.7503 -0.7963
H -2.0946 2.9290 -2.0415
C 0.0938 1.6021 -5.7621
C 0.8171 1.9292 -4.4599
C 1.3012 3.3725 -4.5056
O -0.1413 1.8169 -3.4000
B 0.1399 0.7109 -2.5952
O 1.2731 0.0613 -3.0826
C 1.9200 0.8819 -4.0642
C 3.1161 1.5205 -3.3638
C 2.4011 0.0089 -5.2125
H -0.7422 2.2941 -5.8745
H -0.3129 0.5946 -5.7323
H 0.7528 1.7032 -6.6275
H 0.4684 4.0140 -4.7986
H 2.1095 3.4974 -5.2310
H 1.6414 3.6904 -3.5209
H 2.7721 2.0248 -2.4616
H 3.6462 2.2235 -4.0105
H 3.8072 0.7303 -3.0615
H 1.5920 -0.5952 -5.6204
H 3.1778 -0.6666 -4.8506
H 2.8243 0.6266 -6.0096
O 1.4210 1.9672 -0.3668
P 2.0453 1.9263 0.9640
N 1.5066 3.1644 1.9371
C 1.1610 3.1610 3.3597
C 0.7850 4.6175 3.6054
C -0.0166 4.9446 2.3435
C 0.7740 4.2545 1.2370
N 1.8503 0.4825 1.7400
C 2.2393 -0.6888 0.9190
C 3.0132 -1.5703 1.8911
C 2.2644 -1.3259 3.2011
C 1.9994 0.1795 3.1722
N 3.7160 2.1415 0.8046
C 4.5401 2.2417 2.0118
C 5.7723 3.0244 1.5644
C 5.1845 3.9886 0.5337
C 4.2033 3.0909 -0.2160
H 1.9985 2.8296 3.9750
H 0.3011 2.5156 3.5719
H 1.6891 5.2319 3.6473
H 0.2217 4.7534 4.5283
H -0.1310 6.0123 2.1582
H -1.0084 4.4989 2.4095
H 1.4960 4.9504 0.7942
H 0.1412 3.8693 0.4383
H 2.8198 -0.3788 0.0499
H 1.3395 -1.1955 0.5579
H 4.0499 -1.2310 1.9749
H 3.0128 -2.6179 1.5886
H 2.8192 -1.6205 4.0922
H 1.3137 -1.8639 3.1832
H 2.8457 0.7137 3.6186
H 1.0970 0.4376 3.7279
H 4.7992 1.2529 2.3978
H 4.0186 2.7952 2.8062
H 6.4810 2.3532 1.0728
H 6.2765 3.5211 2.3935
H 5.9363 4.4241 -0.1248
H 4.6490 4.7945 1.0426
H 4.7237 2.5458 -1.0089
H 3.3761 3.6362 -0.6698
N -1.6144 -1.4701 -1.7950
P -1.8890 -2.9272 -2.1448
C -0.7445 -4.1424 -1.3927
C -1.0135 -5.4688 -1.0676
C -0.0306 -6.2648 -0.4921
C 1.2419 -5.7580 -0.2747
C 1.5344 -4.4524 -0.6512
C 0.5479 -3.6485 -1.1994
C -1.6588 -3.3145 -3.9294
C -1.9411 -4.5817 -4.4373
C -1.7827 -4.8482 -5.7882
C -1.3368 -3.8479 -6.6424
C -1.0382 -2.5903 -6.1381
C -1.1921 -2.3244 -4.7818
C -3.5998 -3.5400 -1.8974
C -4.5571 -2.9608 -2.7367
C -5.9098 -3.1003 -2.4789
C -6.3371 -3.8166 -1.3676
C -5.3993 -4.3826 -0.5178
C -4.0425 -4.2321 -0.7705
H -1.9911 -5.8911 -1.2633
H -0.2590 -7.2881 -0.2177
H 2.0047 -6.3775 0.1808
H 2.5374 -4.0644 -0.5194
H 0.7509 -2.6194 -1.4820
H -2.2995 -5.3568 -3.7680
H -2.0104 -5.8337 -6.1779
H -1.2268 -4.0481 -7.7015
H -0.6964 -1.8137 -6.8113
H -0.9764 -1.3535 -4.3495
H -4.2199 -2.3907 -3.5950
H -6.6368 -2.6366 -3.1346
H -7.3936 -3.9157 -1.1520
H -5.7258 -4.9331 0.3567
H -3.3219 -4.6517 -0.0808
```

DFT (ωB97M-V/def2-TZVPD) results for C16H21N5O4S in the gas phase at a distorted geometry.

Its HOMO energy is -8.92 eV. Its structure (SMILES) is CCOc1cc(C(=O)NC(=S)Nn2cnnc2)cc(OCC)c1OCC. Its HOMO-LUMO gap is 8.64 eV. The relative energy (zero: lowest compared OMol25 entry of this formula, charge and spin) comes out at 396.32 kJ/mol. As for the multiplicity: 1.

```
47
C16H21N5O4S ωB97M-V/def2-TZVPD
C -0.9308 -3.5531 -1.6140
C -1.3181 -3.3437 -0.1538
H -0.4439 -3.4214 0.5039
H -2.0380 -4.1085 0.1510
O -2.0056 -2.1261 0.0620
C -1.3374 -0.9391 0.0412
C 0.0414 -0.8252 -0.0072
C 0.6365 0.4368 -0.0579
C -0.1615 1.5680 -0.0754
C -1.5513 1.4822 0.0056
C -2.1553 0.2154 0.0811
O -3.5187 0.1268 0.1019
C -4.1599 -0.7089 1.0634
C -5.0504 -1.7310 0.3736
H -5.7662 -1.2232 -0.2672
H -5.5873 -2.3117 1.1184
H -4.4459 -2.3974 -0.2339
H -3.4249 -1.2027 1.7023
H -4.7721 -0.0430 1.6873
O -2.1708 2.6807 -0.0129
C -3.5720 2.8281 0.1649
C -3.8706 4.3174 0.0829
H -4.9352 4.4868 0.2147
H -3.3252 4.8510 0.8565
H -3.5644 4.7043 -0.8848
H -4.1138 2.2837 -0.6147
H -3.8715 2.4359 1.1442
H 0.2900 2.5448 -0.1330
C 2.0949 0.6326 -0.1292
O 2.6093 1.6454 -0.5792
N 2.8525 -0.4050 0.3659
C 4.2312 -0.4998 0.4265
N 4.9070 0.5224 -0.1364
N 6.2686 0.6435 -0.1103
C 6.9815 1.7485 0.2647
N 8.2486 1.5179 0.1325
N 8.4017 0.2639 -0.3192
C 7.2278 -0.2626 -0.4684
H 7.0187 -1.2549 -0.8056
H 6.5327 2.6603 0.5994
H 4.3365 1.3107 -0.4791
S 4.9047 -1.8244 1.1290
H 2.3807 -1.1878 0.7996
H 0.6467 -1.7144 -0.0676
H -1.8197 -3.5206 -2.2388
H -0.4543 -4.5226 -1.7286
H -0.2465 -2.7803 -1.9553
```

DFT (ωB97M-V/def2-TZVPD) results for a molecular structure, C11H29F2FeO4 at a distorted geometry.

Its HOMO energy (alpha / beta) is -8.91 / -8.63 eV. Its HOMO-LUMO gap (alpha / beta) is 9.46 / 8.10 eV. The relative energy (zero: lowest compared OMol25 entry of this formula, charge and spin) comes out at 15.45 kJ/mol. As for the multiplicity: 6. Its expectation value of S² is 8.759.

```
47
C11H29F2FeO4 ωB97M-V/def2-TZVPD
Fe -0.4660 -0.7023 0.8226
C -0.4959 3.4296 -0.8858
C -0.2157 2.6645 0.4722
O -0.1741 1.2809 0.4618
H -1.4309 3.1230 -1.3546
H 0.3027 3.2032 -1.5923
H -0.6575 4.4897 -0.6905
H -0.9272 2.9471 1.2481
H 0.7548 3.0318 0.8059
F -1.9278 -0.4695 2.2089
F -0.6347 -2.6438 0.7553
C 1.2133 0.1634 4.5846
C 1.3933 0.3450 3.1494
C 2.8212 0.5083 2.7493
O 0.7610 -0.6693 2.4676
H 1.6568 1.0251 5.0834
H 1.6990 -0.7357 4.9640
H 0.1821 0.2896 4.9144
H 0.8612 1.2324 2.8063
H 3.4380 -0.3335 3.0639
H 3.2957 1.3811 3.1979
H 2.9902 0.4031 1.6776
H 1.0951 -1.4660 2.8863
C 1.0126 -1.4004 -2.9717
C 1.6017 -1.8272 -1.6540
C 3.1586 -1.8771 -1.6564
O 1.2005 -0.9895 -0.5615
H -0.0679 -1.2580 -2.9518
H 1.1878 -2.1377 -3.7552
H 1.4611 -0.4707 -3.3216
H 1.1618 -2.8018 -1.4428
H 3.4541 -2.1329 -0.6388
H 3.6328 -0.9718 -2.0354
H 3.4695 -2.7060 -2.2924
H 1.6645 -0.2139 -0.8851
C -2.7161 -0.2194 -2.8910
C -2.8441 0.0081 -1.3715
C -4.2881 -0.2126 -0.6845
O -1.9624 -0.8638 -0.7771
H -1.7117 -0.1155 -3.3016
H -3.3161 0.5427 -3.3882
H -3.0430 -1.2284 -3.1422
H -2.4968 1.0355 -1.2624
H -4.6514 -1.2076 -0.9414
H -5.0138 0.4825 -1.1066
H -4.2969 -0.2084 0.4055
H -2.1309 -1.7239 -1.1687
```

DFT (ωB97M-V/def2-TZVPD) results for a gas-phase ion, C5H8N (charge +1) at a distorted geometry.

The total charge is +1. Its HOMO energy is -13.45 eV. Its HOMO-LUMO gap is 8.97 eV. The relative energy (zero: lowest compared OMol25 entry of this formula, charge and spin) comes out at 612.92 kJ/mol. As for the multiplicity: 1.

```
14
C5H8N ωB97M-V/def2-TZVPD
C -0.9996 -1.7853 0.2955
C 0.1366 -1.3833 -0.1776
C -1.1128 -0.3690 0.5241
C 0.9358 -0.3855 -0.5778
C -1.8373 0.7527 -0.1800
N 2.1468 -0.0159 0.2186
H -0.9791 -0.0205 1.5687
H 1.0646 -0.1138 -1.5852
H -2.9268 0.4554 -0.1743
H -1.6966 0.8757 -1.3002
H -1.8142 1.6884 0.3472
H 2.8365 0.1558 -0.5171
H 2.3353 -0.7290 0.8995
H 1.9108 0.8744 0.6587
```